Version P
{"formula": "C4H6N2", "method": "ωB97M-V/def2-TZVPD", "symbols": ["N", "C", "C", "N", "C", "C", "H", "H", "H", "H", "H", "H"], "coordinates": [[-2.16, 0.34, -0.21], [-0.79, 0.05, 0.00], [0.24, 0.99, -0.05], [1.43, 0.40, 0.07], [1.18, -1.04, 0.07], [-0.29, -1.25, 0.20], [-2.51, 1.10, 0.37], [-2.69, -0.50, 0.00], [0.17, 2.07, -0.18], [2.32, 0.87, -0.05], [1.87, -1.59, 0.71], [1.31, -1.41, -0.96]], "mulliken_charge": [-0.5952, 0.7550, -0.6741, -0.0986, -0.2137, -0.9053, 0.2500, 0.2886, 0.3641, 0.2114, 0.3747, 0.2430], "lumo_ev": 0.5}


Version Q
{"formula": "C4H6N2", "method": "ωB97M-V/def2-TZVPD", "symbols": ["C", "C", "C", "C", "N", "N", "H", "H", "H", "H", "H", "H"], "coordinates": [[-1.85, -0.19, -0.10], [-0.35, -0.22, -0.08], [0.52, -1.30, 0.06], [1.75, -0.61, 0.02], [1.65, 0.83, -0.14], [0.34, 0.97, -0.16], [-2.26, -0.14, 0.91], [-2.25, 0.65, -0.68], [-2.21, -1.12, -0.55], [1.92, 0.22, 0.97], [2.76, -1.00, -0.10], [-0.03, 1.91, -0.13]], "mulliken_charge": [-1.0495, 0.8219, -0.8276, -0.3723, -0.6621, 0.2070, 0.2372, 0.3243, 0.2943, 0.3166, 0.4539, 0.2564], "lumo_ev": 0.8}


version P wins, 40.6 kcal/mol ahead of the next structure.


Version P
{"formula": "CH5OP", "method": "ωB97M-V/def2-TZVPD", "symbols": ["C", "O", "P", "H", "H", "H", "H", "H"], "coordinates": [[-0.12, 0.81, 0.21], [-1.05, 1.32, -0.68], [1.25, -0.07, -0.66], [0.11, 1.62, 0.81], [-1.18, -0.33, 0.98], [-1.15, 0.62, -1.31], [1.88, -1.01, 0.28], [0.25, -1.05, -1.25]], "mulliken_charge": [-0.3834, -0.4224, -0.1144, 0.3211, 0.1608, 0.3125, 0.0817, 0.0441], "lumo_ev": 0.4}


Version Q
{"formula": "CH5OP", "method": "ωB97M-V/def2-TZVPD", "symbols": ["C", "O", "P", "H", "H", "H", "H", "H"], "coordinates": [[-1.16, 0.40, -0.92], [2.72, -0.35, 2.11], [1.83, -0.05, 0.98], [-1.49, 1.45, -0.80], [-2.15, -0.07, -0.90], [-0.36, 0.17, -1.55], [-0.55, -0.04, 0.11], [1.15, -1.51, 0.97]], "mulliken_charge": [-0.8168, -0.3979, 0.3684, 0.2451, 0.2686, 0.2898, 0.0088, 0.0339], "smiles": "O=P.C", "lumo_ev": -1.1}


version Q wins, 39.9 kcal/mol ahead of the next structure.


Version P
{"formula": "C2H5OPS", "method": "ωB97M-V/def2-TZVPD", "symbols": ["C", "C", "O", "P", "S", "H", "H", "H", "H", "H"], "coordinates": [[1.68, -0.49, 0.67], [1.59, -1.14, 1.75], [1.91, 0.13, -0.29], [-2.01, 0.22, 1.16], [-1.81, 0.10, -0.97], [2.00, -2.16, 1.95], [-2.07, -1.22, -0.92], [0.65, -0.94, 2.30], [-0.64, 0.40, 1.09], [-1.98, -1.21, 1.47]], "mulliken_charge": [0.7857, -0.8679, -0.3498, -0.0058, -0.2351, 0.2540, 0.1530, 0.2246, -0.0139, 0.0550], "smiles": "C=C=O.PS", "lumo_ev": 0.5}


Version Q
{"formula": "C2H5OPS", "method": "ωB97M-V/def2-TZVPD", "symbols": ["C", "C", "O", "P", "S", "H", "H", "H", "H", "H"], "coordinates": [[-0.33, -0.43, -1.35], [-0.25, 0.70, 0.76], [-0.01, 0.75, 2.07], [1.17, 0.43, -0.59], [-1.21, -0.77, 0.21], [-0.75, 0.24, -2.02], [0.04, -1.42, -1.77], [-0.85, 1.52, 0.16], [-0.90, 0.61, 2.45], [1.79, -0.65, -0.07]], "mulliken_charge": [-0.6582, -0.1110, -0.4361, -0.0081, -0.1350, 0.3774, 0.3367, 0.2632, 0.3492, 0.0218], "lumo_ev": 0.4}


Version R
{"formula": "C2H5OPS", "method": "ωB97M-V/def2-TZVPD", "symbols": ["C", "C", "O", "P", "S", "H", "H", "H", "H", "H"], "coordinates": [[-0.98, 0.01, 0.13], [0.90, -1.03, -0.56], [1.86, -0.35, 0.15], [-0.93, 1.68, -0.26], [-2.20, -0.96, 0.63], [0.88, -1.16, -1.73], [0.51, -1.94, -0.22], [1.72, -0.59, 1.08], [-1.98, 2.21, 0.50], [0.21, 2.14, 0.27]], "mulliken_charge": [0.0386, -0.3781, -0.4521, -0.0202, -0.2289, 0.2846, 0.3137, 0.3643, 0.0448, 0.0334], "lumo_ev": -0.3}


version Q wins, 1.7 kcal/mol ahead of the next structure.


Version P
{"formula": "C21H32N4O3", "method": "ωB97M-V/def2-TZVPD", "symbols": ["C", "C", "C", "C", "C", "C", "C", "C", "C", "O", "N", "C", "C", "C", "C", "C", "C", "O", "N", "C", "C", "N", "C", "C", "N", "O", "C", "C", "H", "H", "H", "H", "H", "H", "H", "H", "H", "H", "H", "H", "H", "H", "H", "H", "H", "H", "H", "H", "H", "H", "H", "H", "H", "H", "H", "H", "H", "H", "H", "H"], "coordinates": [[-6.97, 1.00, -3.75], [-5.49, 1.23, -3.53], [-4.80, 0.05, -2.91], [-3.33, 0.27, -2.68], [-2.67, -0.91, -2.04], [-1.20, -0.78, -1.84], [-0.56, 0.35, -1.82], [0.90, 0.44, -1.63], [1.24, 1.57, -0.70], [0.39, 2.23, -0.17], [2.56, 1.87, -0.62], [2.95, 3.05, 0.09], [4.16, 2.83, 0.95], [4.09, 1.72, 1.94], [5.23, 0.78, 2.06], [3.93, 0.28, 1.56], [3.22, -0.42, 2.64], [3.47, -0.11, 3.77], [2.32, -1.43, 2.38], [1.69, -2.02, 3.50], [0.35, -2.50, 3.22], [-0.72, -2.35, 3.90], [-1.68, -3.12, 3.18], [-3.08, -3.28, 3.58], [-1.19, -3.68, 2.14], [0.17, -3.26, 2.18], [3.85, -0.14, 0.13], [3.58, 0.92, -0.93], [-7.44, 1.87, -4.21], [-7.13, 0.14, -4.42], [-7.47, 0.80, -2.81], [-5.00, 1.47, -4.49], [-5.35, 2.11, -2.89], [-5.29, -0.19, -1.95], [-4.94, -0.83, -3.55], [-2.83, 0.50, -3.63], [-3.20, 1.16, -2.05], [-3.13, -1.13, -1.07], [-2.84, -1.80, -2.67], [-0.66, -1.71, -1.67], [-1.08, 1.29, -1.96], [1.30, -0.52, -1.27], [1.38, 0.65, -2.59], [3.20, 3.83, -0.64], [2.11, 3.39, 0.66], [5.05, 2.72, 0.33], [4.31, 3.75, 1.52], [3.68, 2.00, 2.88], [6.03, 0.85, 1.35], [5.53, 0.48, 3.03], [2.03, -1.68, 1.46], [2.28, -2.87, 3.87], [1.63, -1.29, 4.30], [-3.56, -4.06, 3.00], [-3.13, -3.53, 4.64], [-3.61, -2.33, 3.44], [4.80, -0.63, -0.13], [3.10, -0.92, -0.01], [3.31, 0.41, -1.86], [4.49, 1.47, -1.18]], "mulliken_charge": [-1.2861, -0.2850, -0.7587, -0.5944, -0.5477, -0.4851, -0.2936, -0.6151, 0.9315, -0.6696, 0.2906, -0.7851, -1.2949, 0.3209, -1.4626, 1.7342, -0.2861, -0.7123, -0.1249, -0.6662, 0.6149, -0.6133, 0.7303, -1.0640, -0.4502, -0.1643, -1.0087, -1.5250, 0.3782, 0.3156, 0.3178, 0.2993, 0.3110, 0.3327, 0.3454, 0.3306, 0.3259, 0.2535, 0.3398, 0.3347, 0.2394, 0.1408, 0.3225, 0.2079, 0.4954, 0.3707, 0.4541, 0.6073, 0.3070, 0.3381, 0.2907, 0.2917, 0.4003, 0.3104, 0.3047, 0.2605, 0.4585, 0.3230, 0.6374, 0.4253], "smiles": "CCCCC/C=C/CC(=O)N1CC[C@@H]2C[C@]2(C(=O)NCc2nc(C)no2)CC1", "lumo_ev": 0.6}


Version Q
{"formula": "C21H32N4O3", "method": "ωB97M-V/def2-TZVPD", "symbols": ["C", "C", "C", "C", "C", "C", "C", "C", "C", "C", "C", "C", "C", "C", "C", "C", "C", "C", "C", "C", "N", "C", "N", "N", "H", "H", "H", "H", "H", "H", "H", "H", "H", "H", "H", "H", "H", "H", "H", "H", "H", "H", "H", "H", "H", "H", "H", "H", "H", "H", "H", "H", "H", "H", "H", "H", "N", "O", "O", "O"], "coordinates": [[7.56, -2.38, 0.71], [7.65, -0.88, 0.09], [6.46, 0.08, 0.65], [5.56, 0.59, -0.60], [4.50, 1.73, -0.13], [3.22, 1.71, -1.13], [1.89, 1.42, -0.26], [0.67, 2.27, -0.91], [-0.27, 2.97, 0.22], [-1.58, 2.05, 0.31], [-2.73, 2.59, 1.31], [-4.08, 3.03, 0.59], [-5.02, 1.79, 0.15], [-4.42, 0.39, 0.24], [-5.45, -0.64, -0.28], [-5.18, -2.22, -0.37], [-5.47, -3.03, 0.92], [-5.17, -4.55, 0.86], [-4.59, -5.11, -0.48], [-4.41, -4.09, -1.63], [-4.68, -2.69, -1.61], [-6.78, -0.07, -0.74], [-7.26, 1.24, -0.74], [-6.31, 2.05, -0.29], [8.40, -2.57, 1.46], [6.56, -2.56, 1.25], [7.67, -3.12, -0.15], [7.56, -0.92, -1.06], [8.66, -0.41, 0.40], [5.77, -0.47, 1.39], [6.88, 0.98, 1.23], [6.28, 1.01, -1.40], [4.98, -0.32, -0.96], [4.93, 2.79, -0.18], [4.17, 1.43, 0.93], [3.15, 2.74, -1.64], [3.43, 0.90, -1.92], [2.03, 1.60, 0.86], [1.67, 0.30, -0.40], [0.03, 1.49, -1.47], [1.01, 3.02, -1.71], [0.31, 2.96, 1.22], [-0.56, 4.04, -0.05], [-2.07, 1.84, -0.71], [-1.24, 1.01, 0.69], [-2.97, 1.79, 2.11], [-2.29, 3.48, 1.88], [-4.75, 3.67, 1.29], [-3.80, 3.62, -0.36], [-3.40, 0.10, 0.62], [-5.88, -2.50, 1.86], [-5.34, -5.19, 1.79], [-4.34, -6.22, -0.53], [-3.98, -4.51, -2.61], [-7.53, -0.84, -1.16], [-6.61, 3.05, -0.27], [1.79, -2.61, 0.18], [2.04, -2.44, -1.03], [1.25, -3.67, 0.55], [2.07, -1.73, 1.01]], "mulliken_charge": [-0.9367, -0.3548, -0.6305, -0.6663, -0.6005, -0.5562, -0.3281, -0.7531, -0.6426, -0.6333, -0.8922, -0.6720, 0.4636, 0.0556, 0.1578, -0.0392, -0.2934, -0.2644, -0.4224, -0.1007, -0.4445, -0.1290, -0.9361, 0.3550, 0.2385, 0.2998, 0.2407, 0.3104, 0.2701, 0.2905, 0.2727, 0.2552, 0.3538, 0.2165, 0.3186, 0.4059, 0.3307, 0.3730, -0.0990, 0.2959, 0.4251, 0.3356, 0.3182, 0.4045, 0.2851, 0.3998, 0.4251, 0.4296, 0.3539, 0.4171, 0.3220, 0.3533, 0.3146, 0.3322, 0.4351, 0.3254, 0.9502, -0.6314, -0.6890, -0.6158], "lumo_ev": -3.1}


version P wins, 311.3 kcal/mol ahead of the next structure.